C30H81Br2ClNO11P3S8 | ωB97M-V/def2-TZVPD

Computed properties:
E_LUMO   0.11 eV
HOMO-LUMO gap   7.38 eV
E   -11891.3030 Eh

Each line ends with the Löwdin charge.
CARTESIAN COORDINATES (ANGSTROEM)
O -4.0580 8.5597 1.1349  -0.577
H 4.1867 -7.9555 0.7011  0.059
H 0.5740 2.2802 1.6441  0.054
H -1.4840 3.9056 -0.5674  0.067
C -5.3902 10.4676 2.4536  -0.272
H 0.0171 -1.9446 7.4062  0.037
H 7.3122 -3.5374 0.1257  0.049
O 3.5608 -6.3604 3.8616  -0.570
S 0.7853 3.7984 -6.3711  0.835
H 6.4464 -2.3857 -3.4834  0.053
H -5.3371 11.1861 1.6321  0.050
O -3.5611 -0.8144 -3.7178  -0.298
H -2.1236 -4.3452 5.2254  0.045
C -1.9405 2.8796 -0.9729  -0.286
Br 1.3510 0.7916 -2.5656  0.659
H 0.8373 -10.8656 1.0556  0.051
S -1.2768 -1.0251 -7.3538  0.800
H -1.2993 2.3821 3.0726  0.106
S 6.6716 -4.3030 -2.0483  0.817
S 3.2995 -6.4897 2.3900  0.800
O 1.3560 -7.9528 1.2225  -0.617
H 0.6671 0.0292 2.0231  0.111
H 1.6724 2.3325 -8.0600  0.059
C -1.1090 -7.9871 2.2603  -0.260
H -3.0376 2.8396 -0.5503  0.104
H -0.6229 -1.1385 -1.6628  -0.056
H 2.8134 4.9963 -6.8921  0.058
H -0.9589 -3.1216 -8.4611  0.049
H -5.4000 6.8579 3.1570  0.042
C -1.8759 -4.8434 6.1658  -0.269
H 5.5665 -3.8028 -4.1104  0.051
H -3.0831 5.5606 -4.8703  0.082
O 5.6958 -5.3420 -1.5806  -0.566
O 1.7130 -1.4985 5.1910  -0.580
H 4.8759 -2.8599 -2.7644  0.057
H -0.5179 5.5468 0.4994  0.094
H -2.7978 0.7229 -6.7582  0.051
O -0.0690 -4.8149 8.1377  -0.559
H 2.8196 -3.7649 6.5596  0.053
C -5.4267 7.9334 3.3460  -0.270
C 4.1834 -2.3088 4.5628  -0.264
C 6.8245 -3.0701 -0.7332  -0.273
C -1.8290 -2.4943 -8.2534  -0.272
H -1.4611 -2.0484 3.2965  0.079
H -1.7918 -5.9187 5.9932  0.046
O -4.3365 0.8990 -1.7332  -0.430
C 1.0355 1.6473 -0.7959  -0.715
H -1.0994 -2.0945 6.0254  0.042
H -3.3446 5.8143 2.0666  0.074
C -0.9096 4.5705 2.6108  -0.191
H -3.0127 4.9027 -2.2410  0.101
N -0.2992 2.5784 1.1596  -0.270
H 5.8349 -2.7136 -0.4375  0.055
H 4.2558 -1.6703 3.6791  0.048
S 0.5194 -8.7690 2.1629  0.821
H 0.4493 -2.2403 3.0876  0.062
H 3.7694 -3.2784 4.2756  0.044
C 1.5746 3.2013 -0.8595  -0.703
C 1.7705 5.0618 -7.2112  -0.261
H 4.2133 -5.3671 0.4687  0.034
O 1.0466 3.9276 -4.8995  -0.585
H -3.5796 -0.8763 -6.6748  0.046
H -1.6631 -2.4725 7.6830  0.057
C -0.5312 -1.8660 2.5702  -0.126
H -1.3983 4.8245 3.6705  0.116
H 0.6982 4.0107 -0.8096  0.091
H 1.6990 4.9209 -8.2924  0.054
P -1.2155 0.1962 -1.8464  0.493
H 2.7538 4.6907 -2.1094  0.085
H -4.3920 -1.5466 -0.3935  0.049
C 2.3706 3.5723 -2.2828  -0.254
C -2.2067 4.5286 -3.0098  -0.236
H -2.2975 -2.2018 -9.1962  0.057
H -1.5109 -7.8336 1.2560  0.059
C -0.4663 -0.2212 2.2697  -0.264
H 2.5276 -2.5567 7.8372  0.048
H -4.5553 8.2182 3.9403  0.061
H -3.0373 5.5173 0.1375  0.062
H 3.8398 -8.8141 2.2237  0.044
H 0.2603 4.4962 2.8099  0.103
C -1.3605 3.0480 2.0826  -0.276
H 3.3393 2.9374 -2.4470  0.069
H -2.5386 -3.0535 -7.6391  0.051
H 1.3256 1.4739 -6.5374  0.043
H -6.3452 8.1828 3.8827  0.052
C 5.8023 -3.2260 -3.2132  -0.270
C -2.7741 4.4561 -4.5647  -0.135
H -1.0016 -7.0210 2.7585  0.049
C 1.7431 2.3857 -6.9711  -0.254
H 5.3276 -5.2917 1.8690  0.055
H -1.2328 5.1779 -2.8939  0.113
C -0.8171 -2.5164 6.9928  -0.265
H -2.6619 2.3078 -3.1707  0.091
H -2.4687 2.9932 1.7330  0.094
H 5.1775 -2.4386 4.9967  0.056
H 5.3020 -7.8025 2.0942  0.057
S 3.0985 -1.5038 5.7661  0.820
H -0.8144 0.2728 3.2852  0.108
P -0.8078 1.5161 -0.1613  0.573
H 1.6529 3.6335 -3.2069  0.015
C 4.2573 -7.9023 1.7900  -0.257
C -1.8294 2.9487 -2.6030  -0.295
H -4.5211 10.5959 3.1032  0.058
H -0.6748 6.7424 1.9532  0.112
H 2.7878 2.4855 -6.6669  0.059
C -0.0328 -10.2382 1.2634  -0.267
C 3.1711 -2.8275 6.9971  -0.261
H 1.3727 6.0445 -6.9484  0.051
O -3.6902 -1.7519 -1.0788  -0.319
H 1.6880 1.0920 0.0109  0.071
C 4.2848 -5.2262 1.5499  -0.272
H -2.7745 7.2310 0.9202  0.052
H -3.3071 -0.0897 -8.2608  0.058
P -3.3602 -0.2996 -2.0291  0.494
H -1.7834 -8.6202 2.8419  0.053
H 7.4350 -2.2351 -1.0846  0.052
H -3.6906 3.7156 -4.5967  0.083
O -0.4402 -0.2089 -8.2942  -0.572
H -6.3098 10.6338 3.0195  0.051
H 3.8870 -4.2435 1.8127  0.036
H -1.4263 -0.8743 0.3278  0.018
C -2.7028 6.0619 1.1198  -0.132
Cl -3.2580 0.2864 1.4551  0.531
H -2.6563 -4.6558 6.9071  0.056
H -3.2105 -1.7694 -3.8155  0.082
H -0.5013 -9.9457 0.3205  0.058
S -5.4021 8.7980 1.7571  0.837
H -0.7423 -10.7974 1.8776  0.052
C -2.9052 -0.2432 -7.2565  -0.263
C -1.1389 5.7460 1.4954  -0.258
H -0.7513 2.7822 -3.0405  0.074
H 4.1986 -2.9403 7.3513  0.056
H -1.9494 4.0274 -5.2883  0.049
S -0.2853 -4.2315 6.7727  0.790
C -1.4337 0.1238 0.9845  -0.733
H -0.7488 -2.4986 1.6110  0.074
Br 2.9567 3.6195 0.5834  0.573

***

C6H11ClN3S | ωB97M-V/def2-TZVPD

Computed properties:
E_LUMO   -3.72 eV
HOMO-LUMO gap   8.82 eV
SMILES string   [NH3+][C@H]1SC/C(=N/C2CC2)N1Cl
Charge   +1
E   -1257.4659 Eh
ΔE to the lowest compared entry with this formula, charge and spin   29.4 kcal per mole

Each line ends with the natural charge from an NBO analysis.
CARTESIAN COORDINATES (ANGSTROEM)
C -1.5711 -0.3792 -3.0390  -0.388
N 2.7131 0.0374 2.0003  -0.699
C 0.2946 1.7805 0.8312  -0.573
S 0.5924 1.6155 2.6273  0.327
Cl -0.1797 -1.9436 1.3577  0.198
H -1.4163 0.5578 -3.5658  0.232
C -0.1797 0.4680 0.2236  0.361
C -1.2246 -0.6118 -1.5918  -0.109
H 1.3202 1.9601 0.3230  0.224
H -0.4990 2.5403 0.6641  0.300
H 2.8379 -0.7075 1.2855  0.465
H 1.0479 -0.8083 2.9904  0.257
H 3.0250 0.9092 1.6518  0.444
N 0.6133 -0.6280 0.8076  -0.512
H -3.3304 0.0601 -1.6758  0.237
N -0.9655 0.4411 -0.7469  -0.357
H 3.3475 -0.2280 2.7076  0.442
C 1.2736 0.0297 2.3717  -0.095
C -2.6784 -0.7379 -2.0238  -0.389
H -1.2045 -1.1121 -3.6131  0.213
H -0.7076 -1.5302 -1.4019  0.190
H -3.1088 -1.7130 -2.1837  0.233

***

C23H45Cl3N2O4PSiTi | ωB97M-V/def2-TZVPD

Computed properties:
E_LUMO (alpha / beta)   2.19 / 2.18 eV
HOMO-LUMO gap (alpha / beta)   3.78 / 3.77 eV
Charge   -1
E   -4174.8937 Eh
2S+1   3

Each line ends with the Löwdin spin population.
CARTESIAN COORDINATES (ANGSTROEM)
C -1.0619 -4.5310 -0.1326  0.005
H -1.8487 -1.8122 -2.2212  0.001
C 2.0705 3.7356 -1.6186  0.000
O -0.3926 1.1495 1.3942  0.010
O -2.3957 -0.4892 0.7170  0.017
H 2.4514 -3.3748 -1.8227  0.000
H 1.0872 -4.2227 -2.5984  0.000
C 2.2738 2.3935 -1.9072  0.000
C 1.2990 -4.0768 1.3940  0.003
H -1.8377 3.0220 1.7875  0.000
H 0.9895 0.6532 6.9464  0.000
Cl 0.0676 -1.2932 -0.1157  0.035
C -2.8356 -1.4258 -1.9371  0.001
Cl -1.6078 -2.6798 2.7694  0.033
H 1.7885 4.6086 1.1325  0.001
H -2.2051 1.3821 -0.1282  0.001
H 0.6131 5.3326 -1.5268  0.000
C 1.6033 0.2035 -2.7111  0.000
O 0.6752 -0.8117 -2.8001  0.000
H -0.5296 0.8696 -6.7224  0.000
H 2.0538 -3.3705 1.7516  0.000
P -0.3780 -0.4228 5.3437  0.014
H 1.2200 -1.6274 6.5608  0.001
H -1.4972 -0.9192 7.3808  0.001
H 0.7157 1.6984 5.5239  0.001
C 1.3286 4.2122 2.0465  0.003
C 0.5603 1.9614 1.5659  0.048
C 1.6591 -4.1118 -1.6706  0.008
H 2.0956 3.7242 2.6550  0.001
H 1.6035 1.6135 1.6181  0.003
N 0.2867 3.2529 1.7338  0.029
C -1.7090 -1.1235 6.3194  0.004
H -1.2258 4.0288 0.4283  0.001
H -1.7191 -2.2001 6.1404  0.001
Ti -0.6655 -0.7498 2.0435  1.636
H -3.4889 -1.4631 -2.8071  0.000
H 1.7503 -5.0711 1.3160  0.000
H -0.8880 1.4634 -2.7389  0.000
H -0.5436 -0.8628 -6.2642  0.000
H -1.2033 4.6653 2.0808  0.000
H -1.0681 -5.3886 -0.8076  0.001
H 0.8177 -0.1604 -7.1380  0.000
C 1.3065 -0.3121 -4.1374  0.000
H -4.2166 0.6375 -2.8774  0.001
C 0.0834 0.0357 -6.3451  0.000
H 0.5128 -4.1391 2.1625  0.001
O -0.8412 -0.0793 3.9322  0.040
H -2.5740 1.1161 -3.3133  0.000
C 0.7664 4.2690 -1.7213  0.000
C 0.9597 -1.5846 5.4965  0.004
H 0.6276 -2.5575 5.1374  0.000
H 2.8773 -1.7716 -3.8830  0.000
H 1.8056 -1.2520 4.8950  0.001
H -1.1509 -4.9125 0.8852  0.001
H 1.5048 -2.2708 -4.8785  0.000
H 2.1042 -5.0836 -1.4114  0.001
C -0.2982 3.4436 -2.1062  0.000
H 3.2755 1.9623 -1.9044  0.000
H 0.8862 5.0354 2.6074  0.000
N -2.7461 -0.0161 -1.5328  0.013
C -2.4439 0.3153 -0.2577  0.019
H -3.2306 -2.0259 -1.1129  0.000
H 2.7393 -1.1270 -5.5277  0.000
H -0.5837 1.5062 6.7584  0.000
H -1.2982 3.8730 -2.1704  0.000
C 0.2379 1.0073 6.2240  0.002
C 2.1714 -1.4443 -4.6444  0.000
Cl 1.6082 -0.8155 2.5330  0.021
C 1.2102 1.5667 -2.3104  0.000
Si 0.5510 -3.6128 -0.3007  0.030
H 0.5494 1.5645 -4.8783  0.000
C -0.0841 2.0899 -2.4073  0.000
C 0.6202 0.4919 -5.0458  0.000
H 2.9228 4.3657 -1.3268  0.000
H 2.5839 -0.0923 -2.3140  0.000
H -2.6754 -0.7017 6.0357  0.000
H -3.3810 1.9323 -1.9397  0.000
C -1.0716 3.7553 1.4877  0.003
H -1.9568 -3.9306 -0.3212  0.000
C -3.2612 0.9796 -2.4677  0.001

***

C18H18F3NO2 | ωB97M-V/def2-TZVPD

Computed properties:
E_LUMO   0.63 eV
HOMO-LUMO gap   8.84 eV
SMILES string   COc1ccc(CCC(=O)NCc2cccc(C(F)(F)F)c2)cc1
E   -1201.5865 Eh
ΔE to the lowest compared entry with this formula, charge and spin   4.9 kcal per mole

Each line ends with the natural charge from an NBO analysis.
CARTESIAN COORDINATES (ANGSTROEM)
C 0.5548 -1.8251 -2.4938  -0.252
C -0.6784 -0.9956 -2.7302  -0.024
H 1.9316 -1.1456 3.4798  0.199
H -0.5221 2.3134 0.9995  0.229
H -3.7328 -1.1835 -4.1851  0.219
H 0.0573 0.6977 -1.6407  0.245
H 1.4526 -1.2012 -2.4997  0.252
C 1.4537 -2.2039 -0.2373  0.686
C 1.7262 0.9365 3.0930  -0.316
C 1.0386 1.9190 2.3901  0.306
H 2.5250 1.1917 3.7715  0.217
H 3.2930 3.2820 2.9804  0.177
C -2.9057 -0.7701 -3.6290  -0.208
C 2.3312 3.6976 3.2983  -0.251
O 1.2804 3.2564 2.4753  -0.492
H -0.0477 -2.7373 2.8191  0.218
C -0.7698 0.2851 -2.1990  -0.207
C -2.9978 0.5073 -3.1079  -0.198
C -2.0412 2.4104 -1.8192  0.964
H -3.8871 1.1006 -3.2536  0.229
H 0.9388 -3.9700 0.8810  0.214
C 1.3889 -0.3944 2.9237  -0.133
N 0.5174 -2.4478 -1.1869  -0.620
H -0.8790 -2.3368 1.3104  0.202
H 2.1151 -2.8879 1.6556  0.232
O 2.4051 -1.4809 -0.4314  -0.618
C -1.9233 1.0290 -2.3980  -0.079
F -2.6685 2.4018 -0.6244  -0.329
C 0.0635 -2.2368 1.8539  -0.403
C 1.1951 -2.9259 1.0727  -0.486
H 2.1547 3.4434 4.3491  0.173
C -1.7538 -1.5146 -3.4406  -0.195
F -2.7563 3.2365 -2.6021  -0.325
H 0.6449 -2.5968 -3.2668  0.197
H -0.2732 -3.0342 -0.9733  0.392
C 0.0094 1.5397 1.5287  -0.247
F -0.8589 3.0045 -1.6200  -0.319
H -1.6859 -2.5095 -3.8571  0.211
H 2.3548 4.7810 3.1909  0.200
C -0.3115 0.2090 1.3670  -0.195
H -1.1141 -0.0647 0.6953  0.210
C 0.3750 -0.7799 2.0610  -0.075